Here is C28H46BrNOP2Zn as an isolated structure from OMol25. Energies are from the ωB97M-V functional and the def2-TZVPD basis.

Structure (XYZ):
```
80
Properties=species:S:1:pos:R:3:forces:R:3
N -7.078145 5.470476 -5.251836 2.6316 -1.4696 2.1962
C -6.889760 6.037695 -4.061699 -1.1150 0.9449 0.2302
C -6.056007 5.462277 -3.096882 -0.2020 -0.2191 -0.8646
C -5.373619 4.262585 -3.385989 0.1136 -0.0074 -0.5815
C -5.639886 3.651265 -4.640936 -0.5496 1.1567 0.1027
C -6.502131 4.301539 -5.544767 -0.4344 -0.6879 -0.8452
C -4.426178 3.708502 -2.422130 -0.1812 0.1943 -0.0802
Zn -0.123256 -0.043146 1.448508 0.8621 -0.2155 0.3567
P 5.932617 -0.894484 0.326196 1.2224 -0.1612 -0.1028
C -3.503597 2.763826 -2.717397 -0.7903 1.0489 -0.3299
C -2.613072 2.212015 -1.735840 0.7570 -0.3131 0.7814
C -1.414176 1.635967 -2.197723 -0.3761 0.1500 0.2140
C -0.464225 1.166809 -1.295456 -0.0876 -0.0875 -0.8328
C -0.773922 1.218806 0.043135 -0.0817 0.7688 -0.4259
C -1.918239 1.796272 0.549976 -1.0178 0.4682 -0.1275
C -2.880282 2.291059 -0.351228 0.4745 -0.2865 -0.1359
Br 2.108029 0.654743 0.876332 -0.6980 0.0406 0.4406
H -4.430824 4.198950 -1.439053 -0.1049 -0.4726 -0.3653
H -3.318025 2.509278 -3.765057 -0.2346 -0.2267 0.3138
H -5.944133 5.961773 -2.138468 -0.0032 0.0709 -0.2761
H -5.212132 2.686301 -4.909993 -0.1916 0.3562 -0.1380
H -7.422171 6.972428 -3.864697 0.1559 -0.2333 -0.0229
H -6.735971 3.859651 -6.516042 0.0398 0.0629 0.2394
H -1.277059 1.591253 -3.279775 0.2733 -0.0687 0.3170
H -3.832151 2.707372 -0.000716 0.4966 -0.2354 -0.0114
H 0.464387 0.741117 -1.665639 -0.0967 0.0879 0.1749
H -2.101250 1.814139 1.626745 -0.0813 0.1559 -0.3062
P -0.685934 -2.052245 0.473353 -0.1503 -0.4312 0.2703
C 5.451056 0.845077 0.669131 -0.4520 -0.1116 0.0406
C 6.498644 1.825714 0.132867 -0.1877 0.0819 0.1647
H 5.318062 0.954293 1.759936 0.1174 -0.0205 -0.3386
H 4.465687 1.027207 0.204487 0.3856 0.1210 0.1485
H 6.265983 2.838723 0.477758 0.1103 -0.0866 -0.1407
H 7.497044 1.553855 0.492765 -0.1740 0.0892 -0.1290
H 6.503977 1.830727 -0.963464 0.0990 -0.0165 0.1977
C 5.121595 -1.278170 -1.279040 -0.0486 0.1834 0.1830
C 5.803671 -2.475042 -1.953246 -0.1787 0.1018 -0.1867
H 5.205449 -0.375299 -1.903362 -0.0446 -0.2507 0.1061
H 4.056287 -1.461982 -1.079757 0.0048 0.0210 -0.2690
H 5.456295 -2.570752 -2.986535 0.0554 -0.1031 0.0978
H 6.892617 -2.344055 -1.971361 -0.2661 -0.0407 0.0272
H 5.576005 -3.413194 -1.434900 0.1033 0.1435 -0.0394
C 4.975908 -1.901628 1.520534 -0.1480 0.0828 -0.1595
C 5.733041 -2.018284 2.849783 -0.2839 -0.1702 -0.0280
H 4.850522 -2.898178 1.058157 -0.0286 0.3649 0.1979
H 3.985674 -1.426803 1.629059 0.0686 -0.3417 0.1697
H 5.218134 -2.719584 3.513801 0.1047 0.1058 0.0373
H 6.750261 -2.392762 2.681446 -0.2350 0.1371 0.0524
H 5.795053 -1.051227 3.360422 0.0681 -0.1310 -0.0807
C -0.548079 -3.379733 1.729383 0.0353 -0.0141 0.2431
C -1.606250 -4.480234 1.676016 -0.0874 -0.3203 0.1318
H -0.551836 -2.875371 2.709725 -0.0332 -0.3084 -0.2489
H 0.457565 -3.806950 1.597918 -0.2117 0.1503 0.0773
H -2.573525 -4.145612 2.071411 0.2689 -0.0406 -0.1550
H -1.762352 -4.861711 0.659488 0.0734 0.0593 0.2065
H -1.278337 -5.324978 2.293980 -0.1265 0.1625 -0.1470
C 0.539402 -2.438236 -0.822078 0.3327 0.0136 0.0726
C 0.030450 -2.382977 -2.259377 0.0635 -0.1127 -0.1654
H 0.944124 -3.434109 -0.578866 -0.0532 0.3248 -0.1908
H 1.345196 -1.698678 -0.660299 -0.1504 -0.4166 -0.1620
H -0.742031 -3.139461 -2.438244 0.1214 0.1933 -0.0190
H -0.371801 -1.395741 -2.512804 0.0293 -0.2084 0.0297
H 0.862730 -2.589168 -2.940457 -0.1730 0.0418 0.0770
C -2.360062 -2.081919 -0.242568 0.0021 -0.1199 -0.2620
C -3.443454 -1.668131 0.758770 -0.3561 0.0359 0.0471
H -2.539176 -3.089993 -0.645415 -0.0477 0.3129 0.0615
H -2.360539 -1.392436 -1.099560 0.1533 -0.1665 0.2092
H -4.242793 -1.129422 0.235263 0.1319 -0.1628 0.1616
H -3.898660 -2.537309 1.246050 0.1430 0.2281 -0.0659
H -3.065905 -0.998788 1.541921 -0.0137 -0.0979 -0.1070
C 0.634622 0.925555 4.886856 0.1066 0.2481 0.1532
C -0.452936 0.019658 4.426014 -0.4235 -0.0567 -0.6649
C -0.946909 -1.014256 5.379597 -0.5079 0.0933 0.0396
O -0.968443 0.086536 3.283801 0.7955 -0.1477 0.8928
H 0.594955 1.022039 5.978759 0.1084 -0.0258 -0.3183
H 0.562211 1.917107 4.433544 0.0216 -0.1913 -0.1110
H 1.615290 0.498127 4.624956 -0.2185 0.0264 -0.0078
H -1.990025 -1.270550 5.146573 0.3661 -0.0099 0.0573
H -0.329928 -1.918924 5.271807 -0.0502 0.2050 0.0566
H -0.863361 -0.649192 6.406394 -0.0015 -0.2456 -0.1335
```
Positions in Å, forces in eV/Å.

The value obtained for the HOMO energy (alpha / beta) is -10.9288 / -11.0794 eV. The value obtained for the energy is -170340.8443 eV. Its total charge is +2. As for the energy above the lowest of the compared OMol25 structures with the same formula, charge and spin: 0.0 kJ/mol. The value obtained for the largest force on an atom is 3.73 eV Å⁻¹. The value obtained for the LUMO energy (alpha / beta) is -7.5 / -9.9 eV.